[1]
69
Properties=species:S:1:pos:R:3:forces:R:3:mulliken_charge:R:1 method="wB97M-V/def2-TZVPD" homo_energy_ev=-11.211 relative_energy_kcal_mol=0.0 charge=+1 energy_ev=-113198.7213
Au -0.500873 -1.058406 0.856064 0.0 0.0 0.0 1.23
C 2.243448 -1.699606 -1.456536 0.1 -0.1 0.0 -1.49
C 2.746721 -0.353750 -1.016175 -0.1 0.0 0.0 1.46
C 3.658160 0.359209 -1.788690 0.0 0.0 0.0 -0.78
C 4.139879 1.588001 -1.364089 -0.1 0.0 0.0 -1.10
C 3.694516 2.129000 -0.167967 0.1 0.0 0.0 -0.75
C 2.782285 1.446938 0.627217 0.0 0.0 0.1 1.11
C 2.330113 2.011785 1.943519 0.0 0.0 0.0 -1.93
C 2.330854 0.196325 0.198941 -0.1 0.0 -0.1 -0.25
N 1.485403 -0.577592 1.049796 0.0 0.0 0.0 -0.22
C 2.113975 -1.188224 2.105596 0.0 0.1 0.0 0.14
O 3.277530 -1.061132 2.420794 0.0 0.0 0.0 -0.64
C 1.206200 -2.095473 2.903592 0.0 0.0 0.0 0.58
C 1.546470 -2.837656 4.016644 0.0 0.0 0.0 -0.51
C 0.560874 -3.632654 4.595942 0.0 0.0 0.0 -0.28
C -0.728223 -3.678960 4.069578 0.0 0.0 0.0 -0.48
C -1.001881 -2.911504 2.957169 0.0 0.0 0.0 0.65
N -0.030161 -2.171495 2.438511 -0.1 0.0 0.0 -0.32
C -2.327012 -2.814285 2.225353 0.0 0.0 0.0 -0.04
O -3.284306 -3.459392 2.583848 0.0 0.0 0.0 -0.64
N -2.287807 -1.948869 1.165774 0.0 0.0 0.1 -0.02
C -3.450786 -1.769331 0.360766 0.0 0.0 0.0 -0.87
C -4.368949 -0.777716 0.713458 0.0 0.0 0.0 1.35
C -4.163211 0.044301 1.952487 0.0 0.0 0.0 -1.11
C -5.471603 -0.584260 -0.108609 0.0 0.0 0.0 -1.07
C -5.650968 -1.359248 -1.244051 0.0 0.0 0.0 -0.87
C -4.731524 -2.342914 -1.572418 0.0 0.0 0.0 -1.08
C -3.615671 -2.565503 -0.774472 0.0 0.0 0.0 1.52
C -2.625193 -3.646625 -1.100518 0.0 0.0 0.0 -1.05
H 2.676342 -1.982654 -2.414793 0.0 0.0 0.0 0.45
H 1.153704 -1.718939 -1.553566 0.0 0.0 0.0 0.12
H 2.510920 -2.468278 -0.728389 0.0 0.0 0.0 0.32
H 4.015436 -0.071292 -2.717494 0.0 0.0 0.0 0.51
H 4.864519 2.123585 -1.963389 0.0 0.0 0.0 0.46
H 4.075834 3.086287 0.167266 0.0 0.0 0.0 0.49
H 2.619263 3.058230 2.037119 0.0 0.0 0.0 0.43
H 2.780148 1.463460 2.773281 0.0 0.0 0.0 0.41
H 1.245384 1.935854 2.063195 0.0 0.0 0.0 0.29
H 2.555309 -2.781189 4.400221 0.0 0.0 0.0 0.55
H 0.800472 -4.225057 5.468819 0.0 0.0 0.0 0.47
H -1.513647 -4.288386 4.494295 0.0 0.0 0.0 0.53
H -4.102893 -0.591127 2.837742 0.0 0.0 0.0 0.24
H -4.985597 0.743288 2.092070 0.0 0.0 0.0 0.43
H -3.233840 0.618496 1.896425 0.0 0.0 0.0 0.13
H -6.198428 0.175727 0.149690 0.0 0.0 0.0 0.42
H -6.516923 -1.200270 -1.873215 0.0 0.0 0.0 0.44
H -4.882639 -2.953595 -2.453817 0.0 0.0 0.0 0.42
H -2.876684 -4.128580 -2.043233 0.0 0.0 0.0 0.44
H -2.619012 -4.410773 -0.320201 0.0 0.0 0.0 0.27
H -1.608507 -3.252288 -1.179573 0.0 0.0 0.0 0.08
C 0.609368 0.916491 -3.573329 0.0 0.0 -0.1 -1.02
N 0.470076 1.809057 -2.432762 0.0 0.0 0.0 0.45
C -0.264092 1.597057 -1.341485 0.1 -0.1 0.2 -0.54
Se -1.461264 0.166206 -1.013646 0.0 0.0 -0.1 -0.16
N -0.109690 2.640120 -0.515487 0.0 0.0 0.0 0.39
C 0.760767 3.563414 -1.078271 0.0 0.0 0.0 0.36
C 1.265870 4.774595 -0.623565 0.0 0.0 0.0 -1.00
C 2.138676 5.429840 -1.468372 0.0 0.0 0.0 -0.57
C 2.495009 4.900189 -2.718905 0.0 0.0 0.0 -0.61
C 1.996728 3.693403 -3.164209 0.0 0.0 0.0 -0.73
C 1.121752 3.034102 -2.310509 0.0 0.0 0.0 0.77
H 0.064534 -0.000355 -3.369478 0.0 0.0 0.0 0.31
H 1.664521 0.693193 -3.717575 0.0 0.0 0.0 0.35
H 0.203400 1.394462 -4.463237 0.0 0.0 0.0 0.38
H -0.595403 2.712863 0.364389 0.0 0.0 0.0 0.34
H 0.986497 5.185894 0.336533 0.0 0.0 0.0 0.49
H 2.556821 6.379479 -1.164294 0.0 0.0 0.0 0.43
H 3.180317 5.453589 -3.345970 0.0 0.0 0.0 0.43
H 2.278691 3.282939 -4.123806 0.0 0.0 0.0 0.49

---

[2]
22
Properties=species:S:1:pos:R:3:forces:R:3:mulliken_charge:R:1 method="wB97M-V/def2-TZVPD" homo_energy_ev=-13.960 relative_energy_kcal_mol=41.6 charge=+1 energy_ev=-20262.0472
C -2.097612 1.465869 1.610056 0.1 -0.2 0.0 -1.17
C -1.694948 0.057761 1.191343 -0.3 0.0 0.1 -0.31
N -0.315903 0.024397 0.622724 0.4 0.1 -0.2 0.06
C 0.577624 -1.157536 0.857010 -0.1 -0.5 -0.4 -0.34
O 1.765112 -0.720132 0.287487 0.2 0.0 0.3 -0.37
C 1.438888 0.060372 -0.876018 -0.6 0.4 -0.4 0.02
P 2.240683 -0.669295 -2.357899 0.3 -0.2 0.1 0.35
O 3.699101 -0.665531 -2.251415 0.3 0.1 0.0 -0.56
C -0.105995 0.166614 -0.856055 0.6 -0.2 0.1 -0.81
H -2.799776 1.398910 2.435104 -0.2 0.0 0.0 0.37
H -2.572417 2.016373 0.805968 0.1 0.1 -0.1 0.35
H -1.241622 2.023342 1.988307 0.1 0.1 0.0 0.36
H -2.369636 -0.343194 0.441584 0.0 -0.1 -0.1 0.31
H -1.710545 -0.608083 2.049214 0.2 -0.1 0.0 0.37
H 0.239384 0.791935 1.010584 -0.3 0.1 0.4 0.27
H 0.157185 -2.001205 0.305212 -0.2 0.0 0.1 0.36
H 0.665712 -1.442661 1.898652 0.3 0.4 0.2 0.40
H 1.855008 1.064900 -0.774074 0.3 0.0 0.2 0.35
H 1.643166 -1.940353 -2.426792 -0.3 0.0 -0.1 0.07
H 1.684010 0.087916 -3.401652 -0.2 -0.1 -0.1 0.11
H -0.538863 -0.706700 -1.335603 -0.4 0.1 0.0 0.39
H -0.518556 1.096302 -1.223738 0.0 0.1 -0.1 0.41

---

[3]
93
Properties=species:S:1:pos:R:3:forces:R:3:mulliken_charge:R:1 method="wB97M-V/def2-TZVPD" homo_energy_ev=-11.960 relative_energy_kcal_mol=14.3 charge=+2 energy_ev=-82670.3252
La -0.562507 -0.543963 -0.875715 -0.7 -1.6 1.4 0.81
C -5.336530 3.500871 1.315096 0.0 0.0 0.0 -1.59
C -4.150764 2.986906 0.550048 0.0 -0.1 -0.1 0.62
C -2.856971 3.421559 0.825485 0.0 0.0 0.0 -1.01
C -1.767913 2.955154 0.113514 0.0 -0.1 0.0 -0.22
C -1.922741 2.022157 -0.916782 -0.4 0.2 -0.4 0.74
N -0.876529 1.505243 -1.696899 0.3 1.6 -0.6 0.00
C 0.062757 2.299310 -2.321487 -0.1 0.3 -0.6 0.77
C 0.087212 3.704159 -2.285829 -0.1 -0.1 0.0 -0.92
C 1.056191 4.440846 -2.941111 0.1 0.0 0.0 -1.33
C 2.088310 3.831072 -3.647825 0.0 0.0 0.0 0.57
C 3.177029 4.610237 -4.332297 -0.1 -0.1 -0.1 -1.66
C 2.039689 2.449375 -3.757673 0.0 -0.1 0.1 -0.65
C 1.033522 1.697170 -3.159266 0.0 0.3 0.2 0.29
N 0.939018 0.327568 -3.582639 0.1 0.1 -0.4 0.07
C 1.019488 -0.056105 -4.868717 -0.1 -0.3 0.0 -0.04
C 0.984439 -1.435521 -4.905993 0.0 0.0 -0.1 -1.35
C 0.876551 -1.825146 -3.575699 0.1 0.1 -0.1 -0.59
N 0.856392 -0.751966 -2.769502 1.0 0.1 -1.1 0.53
C -3.230940 1.545557 -1.157753 0.4 0.2 0.3 -0.40
C -4.316790 2.033679 -0.448336 -0.1 -0.1 0.0 -0.31
N -3.427736 0.582631 -2.188448 -0.2 0.1 -0.2 0.19
C -4.250760 0.671830 -3.247840 0.0 -0.1 -0.1 0.04
C -4.044778 -0.444698 -4.030509 0.0 0.0 0.0 -1.27
C -3.063437 -1.172694 -3.359374 -0.1 0.0 0.0 -0.50
N -2.694141 -0.550934 -2.237037 -0.4 -0.1 -0.1 0.61
H -5.041174 4.256833 2.039086 0.0 0.0 0.0 0.37
H -5.830729 2.689075 1.850884 0.0 0.0 0.0 0.34
H -6.072744 3.938503 0.639918 0.0 0.0 0.0 0.36
H -2.700062 4.141831 1.618958 0.0 0.0 0.0 0.39
H -0.773994 3.314032 0.350392 0.0 0.0 0.0 0.53
H -0.702499 4.227463 -1.766071 0.0 0.0 0.0 0.53
H 1.011787 5.522839 -2.898512 0.0 0.0 0.0 0.38
H 3.150347 5.661895 -4.055071 0.0 0.0 0.0 0.40
H 3.063974 4.545773 -5.416313 0.0 0.1 0.0 0.35
H 4.159243 4.205773 -4.086679 0.0 0.1 0.0 0.38
H 2.788728 1.934753 -4.349382 0.0 0.0 0.0 0.59
H 1.073044 0.661029 -5.669652 0.0 0.1 0.1 0.58
H 1.027763 -2.057323 -5.782778 0.0 0.0 0.0 0.50
H 0.837127 -2.822556 -3.164406 0.0 0.0 0.1 0.50
H -5.311177 1.666589 -0.678466 0.0 -0.1 0.0 0.54
H -4.911456 1.512559 -3.378465 0.0 0.0 0.0 0.51
H -4.534125 -0.696728 -4.954559 0.0 0.0 0.0 0.47
H -2.623438 -2.117101 -3.640062 0.1 0.0 0.1 0.47
C -2.060905 -4.682451 2.890336 -0.2 0.1 0.1 -1.15
N -1.448313 -4.459165 1.582740 0.0 -0.1 0.1 -0.14
C -1.840581 -3.694907 0.569772 0.1 0.1 -0.1 0.61
S -0.704479 -3.410661 -0.692515 -0.1 -0.8 -0.4 -0.62
N -3.058058 -3.161807 0.475689 0.0 0.0 0.2 0.06
C -4.241006 -3.489834 1.269791 -0.1 0.0 0.1 -1.17
H -1.376775 -5.292737 3.472734 0.0 0.0 0.0 0.38
H -3.007080 -5.213487 2.823778 0.1 0.0 0.0 0.35
H -2.217083 -3.738931 3.414902 0.1 0.0 0.0 0.39
H -0.519525 -4.825455 1.457914 0.0 0.0 0.0 0.26
H -3.222850 -2.681175 -0.392376 0.0 0.0 -0.1 0.09
H -4.145360 -3.138951 2.295029 0.0 0.0 -0.1 0.37
H -4.431894 -4.562436 1.264022 0.0 0.0 0.0 0.37
H -5.094933 -2.992138 0.820044 0.0 0.0 0.0 0.37
S -0.775313 -0.493099 1.880519 0.3 0.1 1.0 -0.65
Sb 1.511659 -0.524883 2.278333 0.1 0.1 0.3 1.72
C 2.376379 1.365260 1.735115 -0.3 -0.5 0.3 0.63
C 3.237980 2.054830 2.578430 0.0 -0.1 0.1 -0.52
C 3.734419 3.291890 2.194609 0.1 0.0 0.0 -0.82
C 3.382947 3.833297 0.968540 0.0 0.0 0.0 -0.85
C 2.534792 3.136913 0.118587 0.0 0.0 -0.1 -0.18
C 2.020406 1.910135 0.504063 0.0 -0.3 0.1 -0.12
C 1.765420 -1.168369 4.295581 0.1 0.3 -0.5 0.62
C 2.574234 -0.487718 5.194857 0.1 0.0 0.0 -0.24
C 2.712202 -0.970617 6.488231 0.0 0.0 0.0 -0.77
C 2.053993 -2.128981 6.872950 0.0 0.0 0.0 -0.52
C 1.237546 -2.798934 5.971787 0.0 0.0 0.0 -0.77
C 1.084718 -2.317090 4.681529 -0.1 0.0 -0.1 -0.26
C 2.333327 -1.982564 0.950270 0.0 0.5 0.4 0.47
C 2.282124 -3.328758 1.293610 0.0 -0.1 0.1 -0.89
C 2.804871 -4.274247 0.427703 0.0 0.0 0.0 -0.52
C 3.367658 -3.877857 -0.778829 0.0 0.1 0.0 -0.74
C 3.431852 -2.533118 -1.110705 0.0 -0.1 -0.1 -0.65
C 2.920370 -1.574905 -0.242406 0.0 0.0 0.0 -0.16
H 3.538340 1.648295 3.532199 0.0 0.0 0.0 0.43
H 4.401897 3.823787 2.859204 0.0 0.0 0.0 0.43
H 3.771607 4.796998 0.668134 0.0 0.0 0.0 0.45
H 2.270472 3.549479 -0.843224 0.0 0.0 -0.1 0.26
H 1.346192 1.379621 -0.170286 0.1 0.2 0.1 -0.17
H 3.092663 0.417577 4.917782 0.0 0.0 0.0 0.23
H 3.335021 -0.437598 7.193738 0.0 0.0 0.0 0.42
H 2.171322 -2.505596 7.880020 0.0 0.0 0.0 0.41
H 0.715505 -3.694994 6.279910 0.0 0.0 0.0 0.42
H 0.416294 -2.822256 3.992581 0.0 0.0 0.0 0.23
H 1.868197 -3.640730 2.245811 0.0 0.0 0.0 0.50
H 2.783996 -5.324336 0.689487 0.0 0.0 0.0 0.46
H 3.779782 -4.618337 -1.451597 0.0 0.0 0.0 0.42
H 3.912836 -2.227133 -2.030933 0.0 0.0 0.0 0.50
H 3.044488 -0.521342 -0.473727 0.0 0.0 0.0 0.47

---

Calculated values (eV) of orbital gap for the records, taken in order: 7.180, 10.859, 7.301.